The following is a DFT calculation (ωB97M-V/def2-TZVPD) of C38H33AsF6N4O6SY as an isolated structure.

```
90
Properties=species:S:1:pos:R:3
Y 0.257 -0.634 -0.794
O 0.729 -2.664 -1.085
C 1.354 -3.621 -0.491
C 1.931 -4.674 -1.244
C 2.594 -5.709 -0.630
C 2.723 -5.766 0.766
C 2.168 -4.752 1.513
C 1.495 -3.675 0.920
C 0.954 -2.663 1.812
N 0.385 -1.569 1.491
C -0.078 -0.748 2.618
C -0.502 0.642 2.124
N 0.489 1.013 1.140
C 1.409 1.821 1.478
C 2.656 2.005 0.762
C 3.445 3.118 1.076
C 4.682 3.324 0.509
C 5.164 2.354 -0.387
C 4.431 1.234 -0.691
C 3.132 1.007 -0.146
O 2.474 -0.043 -0.455
H 1.825 -4.616 -2.320
H 3.022 -6.499 -1.239
H 3.238 -6.590 1.243
H 2.246 -4.770 2.596
H 1.068 -2.904 2.877
H 0.740 -0.625 3.336
H -0.903 -1.251 3.134
H -0.547 1.335 2.976
H -1.481 0.591 1.645
H 1.298 2.400 2.408
H 3.041 3.844 1.777
H 5.268 4.202 0.748
H 6.135 2.491 -0.851
H 4.809 0.488 -1.379
C -6.448 0.017 5.030
C -5.533 -0.954 4.333
C -4.440 -0.504 3.604
C -3.620 -1.390 2.922
C -3.901 -2.745 2.958
C -4.986 -3.218 3.687
C -5.788 -2.324 4.373
S -2.877 -3.957 2.161
O -3.752 -4.986 1.655
O -1.866 -4.333 3.111
N -2.123 -3.165 0.937
C -2.874 -2.876 -0.198
C -3.081 -1.240 -0.312
O -4.255 -0.922 -0.341
O -2.035 -0.564 -0.337
H -5.931 0.947 5.265
H -6.839 -0.403 5.958
H -7.301 0.266 4.395
H -4.226 0.557 3.555
H -2.771 -1.021 2.367
H -5.198 -4.279 3.697
H -6.632 -2.692 4.946
H -3.866 -3.323 -0.251
H -2.283 -3.071 -1.102
F 1.458 -1.091 -3.084
As 0.125 -1.455 -4.172
F -0.082 0.209 -4.537
F -1.014 -1.260 -2.789
F -1.231 -1.822 -5.182
F 0.276 -3.136 -3.815
F 1.240 -1.610 -5.480
N 0.283 1.300 -1.825
C 0.735 2.405 -2.171
C 1.596 2.604 -3.401
C 1.296 3.600 -4.325
C 2.030 3.728 -5.496
C 3.088 2.864 -5.748
C 3.399 1.874 -4.823
C 2.657 1.744 -3.659
C 0.465 3.667 -1.361
C 1.375 4.717 -1.288
C 1.149 5.799 -0.445
C -0.005 5.854 0.325
C -0.928 4.813 0.248
C -0.689 3.730 -0.582
H 0.467 4.271 -4.128
H 1.773 4.497 -6.216
H 3.658 2.952 -6.666
H 4.210 1.182 -5.020
H 2.867 0.955 -2.949
H 2.285 4.670 -1.875
H 1.884 6.593 -0.379
H -0.184 6.696 0.984
H -1.833 4.847 0.845
H -1.372 2.889 -0.632
```

Calculated values
- E_LUMO (spin up / spin down): 0.1389 / 0.0977 Eh
- 2S+1: 2
- Total charge: -2


The following is a DFT calculation (ωB97M-V/def2-TZVPD) of C38H28N12PtSb as an isolated structure.

```
80
Properties=species:S:1:pos:R:3
Pt -0.063 -1.395 0.350
C 2.628 -2.773 -2.840
C 1.523 -2.174 -2.223
N 1.567 -1.753 -0.976
C 2.703 -1.920 -0.229
C 3.831 -2.572 -0.759
C 3.765 -2.986 -2.108
C 4.942 -2.799 0.078
C 4.877 -2.419 1.389
C 3.751 -1.747 1.907
C 2.683 -1.442 1.096
N 1.514 -0.806 1.453
C 1.277 -0.075 2.583
C 2.190 0.571 3.385
C 1.774 1.191 4.581
C 0.461 1.200 4.962
C -0.510 0.641 4.105
C -1.901 0.700 4.344
C -2.782 0.209 3.417
C -2.287 -0.349 2.233
N -0.994 -0.419 1.992
C -0.088 0.038 2.907
H 2.554 -3.080 -3.873
H 0.585 -2.045 -2.747
H 4.620 -3.485 -2.546
H 5.817 -3.294 -0.321
H 5.700 -2.640 2.056
H 3.713 -1.508 2.959
H 3.226 0.620 3.087
H 2.517 1.670 5.205
H 0.149 1.658 5.890
H -2.257 1.152 5.261
H -3.850 0.250 3.573
H -2.952 -0.726 1.467
N -1.731 -4.450 0.084
C -1.080 -4.182 1.274
N -1.124 -4.939 2.344
N -0.388 -4.276 3.263
N 0.071 -3.180 2.789
N -0.344 -3.090 1.502
C -1.901 -3.520 -0.896
N -2.576 -3.708 -2.024
N -2.477 -2.556 -2.693
N -1.784 -1.703 -2.032
N -1.396 -2.287 -0.869
H -2.181 -5.345 -0.024
C -5.204 2.315 -0.100
C -4.102 3.035 0.337
C -2.818 2.583 0.064
C -2.641 1.404 -0.653
C -3.749 0.684 -1.102
C -5.028 1.144 -0.824
Sb -0.719 0.701 -1.169
C -0.607 1.207 -3.212
C -0.683 2.568 -3.489
C -0.661 2.993 -4.808
C -0.560 2.067 -5.837
C -0.493 0.711 -5.554
C -0.521 0.274 -4.236
C 0.606 2.168 -0.381
C 1.695 2.573 -1.149
C 2.642 3.439 -0.622
C 2.512 3.902 0.680
C 1.437 3.494 1.456
C 0.491 2.628 0.929
H -6.202 2.672 0.116
H -4.238 3.958 0.886
H -1.969 3.170 0.391
H -3.622 -0.223 -1.674
H -5.887 0.590 -1.179
H -0.762 3.296 -2.689
H -0.727 4.050 -5.031
H -0.544 2.404 -6.864
H -0.433 -0.010 -6.358
H -0.515 -0.784 -4.020
H 1.809 2.219 -2.168
H 3.477 3.759 -1.231
H 3.248 4.582 1.088
H 1.334 3.849 2.473
H -0.339 2.317 1.553
```

Calculated values
- E_LUMO: -0.1576 Eh
- Total charge: +1


The following is a DFT calculation (ωB97M-V/def2-TZVPD) of C31H46IN5NiO2P as an isolated structure.

```
87
Properties=species:S:1:pos:R:3
Ni 0.319 1.415 -0.318
C 0.120 4.297 1.145
N 0.396 2.905 1.439
C -0.269 2.355 2.600
C 1.899 2.731 1.540
C 2.584 2.891 0.209
C 3.754 3.586 0.136
C 4.377 3.713 -1.124
C 3.857 3.070 -2.208
C 2.595 2.451 -2.111
C 1.958 2.331 -0.909
H 0.546 4.923 1.993
H -0.985 4.416 1.047
H 0.603 4.548 0.196
H 0.023 2.804 3.604
H -0.016 1.297 2.595
H -1.341 2.437 2.349
H 2.070 1.689 1.852
H 2.310 3.398 2.305
H 4.159 4.137 0.964
H 5.318 4.210 -1.183
H 4.347 3.170 -3.177
H 2.084 2.075 -2.994
I -7.112 1.892 -4.841
C -5.602 2.171 -3.443
C -5.312 1.082 -2.521
C -4.295 1.211 -1.678
C -3.527 2.345 -1.631
C -3.756 3.410 -2.517
C -4.869 3.318 -3.380
C -2.321 2.506 -0.758
O -2.500 2.696 0.439
O -1.225 2.277 -1.354
H -5.874 0.167 -2.494
H -4.086 0.418 -1.025
H -3.029 4.205 -2.590
H -5.087 4.187 -4.019
N -0.035 -0.155 0.607
P 0.240 -1.661 0.536
N -0.045 -2.309 -0.952
C 0.319 -1.432 -2.078
C -0.897 -0.741 -2.791
C -2.063 -1.621 -2.336
C -1.828 -3.173 -2.359
C -0.704 -3.523 -1.332
N -0.601 -2.710 1.463
C -2.041 -2.509 1.647
C -2.279 -1.594 2.861
C -1.758 -2.280 4.155
C -0.352 -2.676 3.914
C -0.103 -3.475 2.578
N 1.811 -2.142 0.909
C 2.673 -2.925 0.090
C 3.606 -2.078 -0.777
C 4.470 -1.190 0.076
C 3.630 -0.406 1.075
C 2.615 -1.322 1.803
H 0.840 -2.068 -2.813
H 1.077 -0.752 -1.792
H -0.721 -0.844 -3.873
H -1.055 0.281 -2.519
H -2.936 -1.466 -2.995
H -2.333 -1.318 -1.312
H -1.701 -3.621 -3.400
H -2.775 -3.680 -2.028
H -0.027 -4.359 -1.807
H -1.001 -3.964 -0.405
H -2.439 -3.490 1.752
H -2.497 -2.077 0.765
H -3.335 -1.326 3.053
H -1.788 -0.641 2.642
H -2.409 -3.211 4.312
H -1.859 -1.583 5.029
H 0.200 -3.062 4.749
H 0.189 -1.734 3.719
H -0.691 -4.435 2.491
H 0.946 -3.808 2.449
H 2.120 -3.615 -0.529
H 3.178 -3.584 0.823
H 3.116 -1.389 -1.431
H 4.215 -2.623 -1.482
H 5.149 -0.544 -0.528
H 5.229 -1.869 0.586
H 3.135 0.420 0.557
H 4.263 0.203 1.788
H 2.053 -0.659 2.476
H 3.084 -1.995 2.497
```

Calculated values
- E_LUMO (spin up / spin down): 0.0792 / 0.0792 Eh
- 2S+1: 3
- Total charge: -1


The following is a DFT calculation (ωB97M-V/def2-TZVPD) of an isolated molecule of C6H8O2.

```
16
Properties=species:S:1:pos:R:3
C 0.992 -0.758 1.323
C 0.621 -0.464 -0.146
C 1.765 0.373 -0.708
C 0.319 0.954 -0.501
C -1.544 0.510 0.353
C -1.542 -0.692 -0.258
H 1.505 0.029 1.722
H 1.788 -1.542 1.408
H 0.145 -1.076 1.914
H 2.515 0.517 0.070
H 2.147 0.668 -1.659
H -0.142 1.063 -1.538
H -2.451 0.944 0.641
H -2.429 -1.321 -0.362
O -0.482 1.456 0.468
O -0.361 -1.309 -0.789
```

Calculated values
- SMILES: C[C@]12C[C@@H]1OC=CO2
- E_LUMO: 0.0354 Eh
- Total charge: 0


no.,DFT total energy (hartree),strongest force on any atom (eV Å⁻¹)
1,-5410.2035,1.40
2,-2481.2697,1.76
3,-3780.5167,3.75
4,-383.7346,3.44